{
  "formula": "C4H29NO9",
  "method": "wB97M-V/def2-TZVPD",
  "smiles": "CNC(C)C.O.O.O.O.O.O.O.O.O",
  "multiplicity": 1,
  "mol_weight_da": 235.3,
  "orbital_gap_ha": 0.32251,
  "relative_energy_ev": 2.746,
  "symbols": ["C", "N", "C", "C", "C", "H", "H", "H", "H", "H", "H", "H", "H", "H", "H", "H", "O", "H", "H", "O", "H", "H", "O", "H", "H", "O", "H", "H", "O", "H", "H", "O", "H", "H", "O", "H", "H", "O", "H", "H", "O", "H", "H"],
  "positions_angstrom": [[0.995, -1.451, -0.398], [0.170, -0.491, 0.231], [0.765, 0.465, 1.128], [1.607, 1.525, 0.334], [1.492, -0.141, 2.344], [1.609, -1.124, -1.265], [0.470, -2.320, -0.817], [1.687, -1.902, 0.333], [-0.501, 0.024, -0.383], [0.032, 1.147, 1.602], [1.058, 1.943, -0.539], [2.430, 1.120, -0.259], [1.901, 2.369, 0.921], [2.554, -0.264, 2.092], [0.922, -1.009, 2.672], [1.474, 0.733, 3.094], [1.398, 1.528, -4.368], [0.915, 1.400, -3.549], [1.147, 0.820, -4.973], [4.629, 0.087, -0.311], [4.800, -0.842, -0.495], [3.956, 0.041, 0.384], [2.444, -0.336, -2.770], [3.318, -0.732, -2.889], [2.699, 0.594, -2.775], [-2.144, 0.954, -2.495], [-2.848, 0.285, -2.575], [-1.584, 0.467, -1.887], [-0.881, -2.797, 1.836], [-0.716, -2.192, 1.098], [-1.565, -3.403, 1.534], [-1.990, 0.025, 2.679], [-1.710, 0.896, 2.363], [-1.716, -0.718, 2.131], [-4.263, -0.401, 0.935], [-4.077, -0.766, 1.811], [-3.822, 0.447, 1.056], [-1.480, 2.846, 1.840], [-1.516, 3.480, 2.557], [-2.276, 2.831, 1.308], [-3.447, -1.718, -1.350], [-3.645, -1.479, -0.424], [-4.290, -1.937, -1.764]]
}

{
  "formula": "C49H64BeN7O5",
  "method": "wB97M-V/def2-TZVPD",
  "multiplicity": 1,
  "mol_weight_da": 840.1,
  "total_charge": 1,
  "orbital_gap_ha": 0.18046,
  "relative_energy_ev": 0.000,
  "symbols": ["Be", "C", "C", "O", "H", "H", "H", "H", "H", "N", "C", "C", "C", "C", "C", "H", "H", "H", "H", "H", "N", "C", "C", "C", "C", "C", "H", "H", "H", "H", "H", "N", "C", "C", "C", "C", "C", "H", "H", "H", "H", "H", "N", "C", "C", "C", "C", "C", "H", "H", "H", "H", "H", "N", "C", "C", "C", "C", "C", "H", "H", "H", "H", "H", "N", "C", "C", "C", "C", "C", "H", "H", "H", "H", "H", "N", "C", "C", "C", "C", "C", "H", "H", "H", "H", "H", "C", "C", "O", "C", "H", "H", "H", "H", "H", "H", "C", "C", "O", "C", "H", "H", "H", "H", "H", "H", "C", "C", "O", "C", "H", "H", "H", "H", "H", "H", "C", "C", "O", "C", "H", "H", "H", "H", "H", "H"],
  "positions_angstrom": [[13.176, 12.272, -14.876], [16.591, 9.022, -16.207], [15.140, 9.371, -16.490], [14.561, 10.421, -15.795], [16.757, 8.804, -15.147], [17.265, 9.850, -16.436], [16.937, 8.137, -16.743], [14.482, 8.501, -16.338], [15.043, 9.489, -17.582], [12.962, 9.729, -21.096], [12.893, 10.521, -22.179], [14.020, 11.016, -22.832], [15.260, 10.592, -22.382], [15.344, 9.774, -21.266], [14.173, 9.422, -20.597], [11.899, 10.722, -22.556], [13.887, 11.580, -23.744], [16.164, 10.866, -22.910], [16.251, 9.338, -20.867], [14.135, 8.717, -19.777], [11.427, 11.747, -16.687], [11.664, 10.855, -17.652], [10.723, 10.389, -18.571], [9.431, 10.908, -18.468], [9.169, 11.888, -17.512], [10.173, 12.246, -16.609], [12.702, 10.546, -17.676], [11.050, 9.641, -19.279], [8.611, 10.573, -19.088], [8.227, 12.412, -17.446], [9.948, 13.003, -15.871], [14.314, 6.967, -12.182], [14.701, 6.704, -13.451], [14.272, 5.622, -14.227], [13.355, 4.752, -13.614], [12.948, 5.004, -12.297], [13.419, 6.118, -11.646], [15.401, 7.386, -13.917], [14.570, 5.588, -15.266], [12.938, 3.945, -14.201], [12.309, 4.276, -11.818], [13.148, 6.415, -10.641], [20.530, 10.578, -18.634], [21.068, 11.780, -18.907], [21.478, 12.692, -17.939], [21.249, 12.351, -16.629], [20.671, 11.119, -16.310], [20.378, 10.242, -17.353], [21.239, 12.093, -19.930], [21.931, 13.647, -18.160], [21.486, 13.044, -15.831], [20.423, 10.843, -15.294], [19.793, 9.346, -17.186], [13.077, 5.056, -17.537], [12.511, 6.220, -17.171], [11.962, 7.171, -18.043], [11.920, 6.844, -19.392], [12.520, 5.688, -19.809], [13.070, 4.821, -18.855], [12.666, 6.544, -16.149], [11.558, 8.087, -17.634], [11.433, 7.509, -20.094], [12.486, 5.357, -20.838], [13.527, 3.931, -19.269], [14.061, 11.631, -12.571], [14.518, 10.382, -12.347], [15.231, 10.045, -11.189], [15.621, 11.043, -10.324], [15.192, 12.330, -10.552], [14.346, 12.594, -11.621], [14.328, 9.658, -13.128], [15.641, 9.046, -11.183], [16.273, 10.767, -9.507], [15.388, 13.091, -9.809], [13.960, 13.585, -11.808], [11.330, 10.325, -13.922], [10.377, 10.386, -13.003], [9.714, 9.266, -12.462], [10.125, 8.011, -12.906], [11.176, 7.911, -13.836], [11.709, 9.087, -14.329], [10.174, 11.385, -12.635], [8.876, 9.410, -11.797], [9.636, 7.106, -12.572], [11.543, 6.925, -14.079], [12.484, 9.039, -15.086], [14.263, 12.485, -18.802], [14.027, 13.738, -18.035], [13.875, 13.658, -16.819], [13.973, 15.010, -18.784], [14.355, 11.686, -18.064], [15.232, 12.502, -19.304], [13.518, 12.220, -19.554], [12.944, 15.065, -19.151], [14.635, 15.075, -19.645], [14.159, 15.873, -18.145], [18.393, 7.065, -12.995], [18.888, 8.476, -13.260], [19.641, 8.667, -14.209], [18.316, 9.631, -12.496], [18.217, 6.872, -11.937], [19.159, 6.365, -13.326], [17.511, 6.971, -13.626], [18.629, 10.597, -12.881], [18.593, 9.495, -11.450], [17.243, 9.478, -12.618], [18.331, 12.941, -20.694], [17.921, 13.329, -19.304], [17.599, 14.479, -19.056], [17.799, 12.205, -18.333], [18.910, 13.710, -21.203], [17.402, 12.786, -21.249], [18.870, 11.995, -20.713], [16.834, 12.302, -17.828], [18.545, 12.242, -17.540], [17.733, 11.274, -18.894], [20.403, 5.457, -18.758], [19.406, 6.284, -18.002], [18.385, 6.643, -18.544], [19.681, 6.556, -16.523], [20.378, 5.658, -19.828], [20.102, 4.411, -18.667], [21.419, 5.572, -18.382], [20.595, 7.132, -16.384], [19.836, 5.602, -16.015], [18.828, 7.074, -16.094]]
}

- Look up the multiplicity of the first one.
  1

- What is the formula in the first record?
  C4H29NO9